No. 1
ORCA calculation (ωB97M-V/def2-TZVPD) on 2 unconnected molecules or ions with the total composition C3H8NO2PS.

Properties
ΔE to the lowest compared entry with this formula, charge and spin ... 28.7 kcal/mol
Total energy ... -1063.83463 hartree
HOMO-LUMO gap ... 9.36 eV
LUMO ... -0.23 eV
E_HOMO ... -9.6 eV

Each line ends with the Mulliken charge.
Geometry (Å):
C 2.127 1.253 -0.216  -1.03
C 0.631 0.867 0.339  -0.23
O -0.296 1.953 0.686  -0.42
C -0.525 1.310 -0.475  0.17
P -2.032 0.224 -0.315  0.46
O -2.395 -0.471 -1.527  -0.55
S -3.133 -0.145 1.191  -0.26
H 2.421 0.400 -0.884  0.28
H 2.847 1.196 0.678  0.28
H 2.061 2.175 -0.691  0.37
H 0.370 -0.052 0.858  0.55
H -0.473 1.780 -1.450  0.40
N -0.243 -2.417 0.507  -0.60
H 0.228 -2.973 -0.146  0.20
H -1.146 -2.142 0.186  0.17
H -0.440 -2.959 1.259  0.20

=====

No. 2
ORCA calculation (ωB97M-V/def2-TZVPD) on a molecular structure, C37H64Br2N12PSV.

Properties
Total energy ... -8936.82724 hartree
HOMO-LUMO gap (alpha / beta) ... 5.62 / 5.46 eV
Total charge ... +1
Multiplicity ... 2
LUMO (alpha / beta) ... -2.58 / -2.74 eV
E_HOMO (alpha / beta) ... -8.2 / -8.2 eV

Each line ends with the Mulliken charge.
Geometry (Å):
V -0.343 -0.605 -0.786  0.63
C 2.183 2.847 -1.054  -0.81
C 2.633 2.838 -2.390  -1.55
C 2.147 1.869 -3.226  -0.97
C 1.213 0.931 -2.743  -0.14
N 0.766 0.952 -1.458  2.83
C 1.277 1.914 -0.638  -0.16
C 0.701 -0.176 -3.501  0.60
C 0.925 -0.358 -4.879  -1.00
C 0.410 -1.454 -5.519  -0.88
C -0.325 -2.377 -4.759  -0.79
C -0.528 -2.130 -3.428  -0.46
N -0.054 -1.044 -2.779  1.10
H 2.554 3.572 -0.343  0.66
H 3.362 3.557 -2.735  0.47
H 2.495 1.801 -4.245  0.45
H 0.917 1.881 0.381  -0.23
H 1.505 0.372 -5.425  0.41
H 0.567 -1.606 -6.576  0.46
H -0.748 -3.264 -5.208  0.49
H -1.111 -2.817 -2.831  0.41
Br -2.523 -1.419 2.495  -0.02
C -2.825 -2.928 1.374  -0.80
Br -1.984 -2.811 -0.384  -0.05
H -3.889 -3.030 1.193  0.58
H -2.403 -3.807 1.846  0.43
C -3.777 -1.282 -3.378  -0.75
N -3.316 -0.345 -2.336  0.91
C -2.993 0.913 -3.011  -0.35
N -4.123 1.477 -3.743  0.16
C -4.553 0.493 -4.737  -0.77
N -4.927 -0.779 -4.122  0.07
C -6.011 -0.522 -3.174  -0.74
N -5.617 0.432 -2.137  0.02
C -4.455 -0.104 -1.436  -0.19
C -5.219 1.677 -2.791  -0.64
H -4.048 -2.229 -2.902  0.13
H -2.961 -1.461 -4.080  0.30
H -2.171 0.731 -3.713  0.28
H -2.674 1.622 -2.262  -0.49
H -3.736 0.321 -5.443  0.35
H -5.412 0.888 -5.285  0.34
H -6.303 -1.463 -2.701  0.33
H -6.871 -0.125 -3.718  0.35
H -4.732 -1.055 -0.972  0.30
H -4.146 0.592 -0.654  -0.21
H -4.900 2.392 -2.027  0.21
H -6.079 2.090 -3.323  0.42
C -0.490 5.582 -1.183  -0.92
C -1.479 4.599 -1.795  -1.12
N -1.396 3.262 -1.226  0.24
C -1.953 2.849 -0.083  0.42
S -1.762 1.263 0.526  -0.09
N -2.725 3.719 0.582  -0.07
C -3.353 3.448 1.873  -0.75
C -2.403 3.661 3.039  -0.55
H -0.616 6.570 -1.624  0.43
H 0.531 5.254 -1.363  0.20
H -0.624 5.673 -0.104  0.23
H -1.301 4.492 -2.866  0.47
H -2.509 4.955 -1.705  0.54
H -0.736 2.617 -1.628  -0.41
H -2.695 4.683 0.291  0.25
H -3.719 2.423 1.851  0.27
H -4.219 4.107 1.944  0.52
H -1.531 3.014 2.941  -0.21
H -2.902 3.421 3.977  0.43
H -2.066 4.696 3.092  0.34
N 0.752 -1.045 0.563  -0.01
P 1.721 -1.359 1.762  -1.88
N 1.181 -0.717 3.190  0.74
C 1.531 -1.183 4.530  -0.78
C 2.360 -0.171 5.319  -0.51
C 1.739 1.221 5.287  -1.07
C 1.463 1.637 3.847  -0.28
C 0.567 0.601 3.186  0.39
N 3.254 -0.829 1.396  0.78
C 4.330 -0.924 2.388  -0.39
C 5.677 -1.138 1.710  -0.92
C 6.014 0.035 0.786  -0.83
C 4.754 0.555 0.072  -0.71
C 3.672 -0.514 0.033  0.79
N 1.916 -2.976 2.142  0.64
C 2.719 -3.771 1.209  0.02
C 2.816 -5.203 1.711  -1.15
C 1.442 -5.883 1.683  -0.81
C 0.328 -4.853 1.901  -0.42
C 0.808 -3.705 2.778  -0.36
H 2.067 -2.129 4.451  0.38
H 0.593 -1.380 5.069  0.41
H 3.370 -0.129 4.907  0.10
H 2.452 -0.526 6.348  0.47
H 2.385 1.941 5.792  0.46
H 0.791 1.208 5.836  0.29
H 2.402 1.700 3.286  0.16
H 0.990 2.621 3.807  0.37
H 0.309 0.861 2.161  -1.60
H -0.381 0.539 3.739  0.37
H 4.115 -1.746 3.076  0.58
H 4.372 -0.003 2.983  0.12
H 5.648 -2.072 1.144  0.26
H 6.448 -1.262 2.472  0.49
H 6.763 -0.281 0.058  0.38
H 6.469 0.841 1.366  0.32
H 4.987 0.878 -0.944  0.52
H 4.348 1.424 0.597  0.17
H 4.053 -1.410 -0.477  0.19
H 2.795 -0.183 -0.521  -1.00
H 3.712 -3.322 1.144  0.02
H 2.285 -3.752 0.198  0.09
H 3.215 -5.182 2.728  0.29
H 3.532 -5.757 1.104  0.43
H 1.398 -6.659 2.450  0.32
H 1.293 -6.385 0.725  0.37
H -0.540 -5.326 2.365  0.42
H 0.002 -4.443 0.942  -0.13
H 1.137 -4.101 3.748  0.28
H -0.002 -3.001 2.980  0.32

=====

No. 3
ORCA calculation (ωB97M-V/def2-TZVPD) on C17H12FN3O3S2 in the gas phase.

Properties
Total energy ... -1941.29941 hartree
HOMO-LUMO gap ... 7.74 eV
LUMO ... -0.71 eV
E_HOMO ... -8.4 eV

Each line ends with the Mulliken charge.
Geometry (Å):
C -0.337 -4.499 -0.685  -1.65
C -0.902 -3.119 -0.580  0.90
C -0.737 -2.184 -1.593  -0.72
C -1.218 -0.892 -1.475  -0.46
C -1.878 -0.491 -0.319  -0.39
N -2.261 0.829 -0.047  -0.10
C -1.902 1.932 -0.758  0.26
O -1.537 1.921 -1.908  -0.56
C -1.928 3.220 0.053  -0.77
S -0.897 3.065 1.572  -0.16
C 0.228 1.822 1.059  0.41
S 0.400 0.388 2.019  -0.24
C 1.372 -0.358 0.780  0.73
C 1.886 -1.681 0.751  0.91
O 1.686 -2.542 1.767  -0.58
C 2.572 -2.073 -0.360  -0.57
C 2.798 -1.218 -1.498  -0.09
O 3.381 -1.524 -2.516  -0.69
N 2.270 0.074 -1.374  0.01
C 1.569 0.491 -0.299  -0.36
C 0.936 1.758 -0.122  0.04
C 1.055 2.827 -1.027  -0.04
N 1.198 3.715 -1.737  -0.54
C -2.067 -1.449 0.678  0.69
F -2.706 -1.072 1.818  -0.41
C -1.596 -2.736 0.564  -0.45
H 0.143 -4.648 -1.648  0.36
H -1.121 -5.244 -0.563  0.45
H 0.400 -4.657 0.101  0.29
H -0.209 -2.462 -2.492  0.37
H -1.071 -0.182 -2.272  0.52
H -2.638 0.967 0.884  0.33
H -1.545 4.034 -0.562  0.46
H -2.928 3.461 0.413  0.51
H 1.181 -2.128 2.479  0.34
H 2.961 -3.075 -0.421  0.48
H 2.394 0.693 -2.167  0.21
H -1.758 -3.431 1.374  0.51

=====

No. 4
ORCA calculation (ωB97M-V/def2-TZVPD) on 2 unconnected molecules or ions with the total composition CH5BrP2.

Properties
ΔE to the lowest compared entry with this formula, charge and spin ... 80.5 kcal/mol
Total energy ... -3297.67542 hartree
HOMO-LUMO gap ... 7.79 eV
LUMO ... -1.05 eV
E_HOMO ... -8.8 eV

Each line ends with the Mulliken charge.
Geometry (Å):
C -0.324 -0.259 0.687  -0.59
P 1.377 1.492 -0.415  0.06
P 0.500 -1.682 -0.032  0.00
Br -2.113 0.324 -0.062  -0.13
H -0.422 -0.024 1.685  0.50
H 0.319 1.957 -1.151  0.06
H 1.126 2.286 0.651  0.05
H -0.526 -2.522 -0.049  0.02
H 0.062 -1.572 -1.315  0.04